Below is a 6-piece molecular cluster, C14H33BCl10NO4S overall at a distorted geometry, with properties calculated with ωB97M-V with the def2-TZVPD basis set.

Element x y z (Å)
1 C -4.1083 3.9264 1.6371
2 C -4.2071 2.7517 0.6715
3 O -5.1373 2.9766 -0.3608
4 C -2.8416 2.4289 0.0692
5 O -2.0258 1.9239 1.1821
6 S -1.0851 0.6761 0.8495
7 N 0.4328 1.2434 0.6823
8 C -0.9837 -0.0630 2.4526
9 B -1.9401 0.7744 3.4650
10 O -1.4458 1.8183 4.2038
11 O -3.2326 0.3809 3.5709
12 H -5.0585 4.4454 1.7362
13 H -3.8612 3.5474 2.6300
14 H -3.3126 4.6250 1.3751
15 H -4.4667 1.8668 1.2640
16 H -5.7293 2.2310 -0.4344
17 H -2.9266 1.6923 -0.7278
18 H -2.3586 3.3341 -0.2931
19 H 0.6571 1.8155 1.5089
20 H 0.4768 1.8836 -0.1142
21 H 0.0548 0.0364 2.7617
22 H -1.2856 -1.1029 2.3759
23 H -1.0802 2.5115 3.6469
24 H -3.8244 1.1380 3.6320
25 Cl 1.8125 3.6248 2.2831
26 C 3.3938 2.8368 1.9549
27 C 4.3088 3.7480 1.1828
28 Cl 3.7105 4.0115 -0.4738
29 H 3.2015 1.9178 1.4048
30 H 3.8281 2.5852 2.9200
31 H 5.2921 3.2881 1.1064
32 H 4.4109 4.7164 1.6649
33 Cl 2.6661 -0.8798 -1.1499
34 C 2.1736 -0.7197 -2.8610
35 C 2.2833 0.6989 -3.3454
36 Cl 1.0895 1.7772 -2.5567
37 H 1.1567 -1.0934 -2.9487
38 H 2.8303 -1.3563 -3.4549
39 H 2.0856 0.7421 -4.4146
40 H 3.2691 1.1139 -3.1548
41 Cl 3.0016 -2.4627 -5.5800
42 C 3.6167 -4.1033 -5.9413
43 C 3.4122 -5.0391 -4.7812
44 Cl 4.4283 -4.6028 -3.3861
45 H 4.6673 -4.0094 -6.2006
46 H 3.0719 -4.4653 -6.8107
47 H 3.6890 -6.0511 -5.0729
48 H 2.3774 -5.0432 -4.4494
49 Cl -5.7031 2.8253 4.9603
50 C -7.1955 3.7885 5.1798
51 C -7.9790 3.9515 3.9053
52 Cl -7.1448 4.9914 2.7169
53 H -6.9045 4.7494 5.5944
54 H -7.8007 3.2586 5.9122
55 H -8.9309 4.4295 4.1278
56 H -8.1730 2.9937 3.4305
57 Cl 3.3818 -8.3552 -2.0053
58 C 4.9922 -9.1226 -2.0368
59 C 6.0238 -8.2400 -2.6882
60 Cl 5.7276 -8.0476 -4.4346
61 H 4.8978 -10.0726 -2.5555
62 H 5.2757 -9.3134 -1.0036
63 H 7.0112 -8.6846 -2.5792
64 H 6.0345 -7.2483 -2.2434

Atomic forces in eV per Å
0.2 -0.1 0.2
0.2 -0.2 0.5
0.3 0.4 -0.1
-0.3 0.4 0.0
0.0 -0.1 0.0
0.0 -0.4 -0.7
-0.5 0.8 0.6
0.1 0.5 0.6
-0.2 0.0 0.3
-0.4 0.0 -0.6
0.2 -0.2 -0.7
0.3 -0.1 -0.2
0.0 0.1 0.1
-0.1 0.1 -0.2
-0.3 -0.1 -0.2
-0.2 -0.2 -0.1
0.1 -0.2 0.1
0.1 0.0 -0.2
0.4 -0.2 -0.1
0.3 -0.5 -0.3
0.1 -0.3 0.0
0.0 -0.1 -0.1
0.5 0.2 0.2
-0.2 0.0 0.7
0.0 0.1 0.1
0.1 -0.2 0.0
0.0 0.0 0.0
0.0 0.0 0.0
-0.1 0.0 0.0
0.0 0.1 0.0
0.0 0.0 0.0
0.0 0.0 0.0
0.0 0.0 0.0
0.1 -0.1 0.0
0.2 -0.1 0.0
-0.1 0.2 -0.1
0.0 0.0 0.0
0.0 0.1 0.3
-0.1 0.0 0.0
0.0 0.0 0.1
0.0 -0.1 -0.3
0.1 -0.1 -0.1
0.0 -0.2 0.0
0.0 0.1 0.1
0.0 0.1 0.1
-0.1 0.0 0.0
0.1 0.0 0.0
0.0 0.0 0.0
0.0 0.0 0.0
-0.1 0.1 0.1
-0.1 0.0 0.0
-0.3 0.0 0.2
0.1 0.0 0.0
0.0 0.0 0.0
0.0 0.0 0.0
0.0 0.0 0.0
0.0 0.0 0.0
0.0 -0.1 0.0
0.1 0.1 0.1
0.0 0.0 -0.1
0.0 0.0 0.0
0.0 0.0 0.0
0.0 -0.1 0.0
-0.1 0.0 0.0

For the total energy, the calculation gives -5933.7668 Eh. The spin multiplicity is 1. The lowest unoccupied orbital energy comes out at -2.3 eV. As for the gap between HOMO and LUMO: 9.90 eV. As for the charge: +1.